A molecular structure, C45H42IrN5O4S4 at a distorted geometry, computed with ωB97M-V/def2-TZVPD.

The geometry in ORCA input format:
```
! wB97M-V def2-TZVPD RIJCOSX def2/J DEFGRID3
* xyz 2 1
Ir 2.25 -0.29 -1.61
N 1.90 0.71 -3.44
C 2.62 0.01 -4.51
C 3.98 -0.31 -3.95
N 3.69 -1.16 -2.76
H 0.91 0.79 -3.65
H 2.28 1.66 -3.29
H 2.68 0.60 -5.43
H 2.08 -0.91 -4.74
H 4.50 0.59 -3.61
H 4.62 -0.81 -4.68
H 4.52 -1.28 -2.18
H 3.38 -2.07 -3.09
C -5.80 -1.01 -5.35
C -4.59 -0.87 -4.47
C -3.50 -1.74 -4.63
C -2.38 -1.62 -3.83
C -2.34 -0.62 -2.87
C -3.40 0.27 -2.70
C -4.52 0.13 -3.51
S -1.01 -0.44 -1.74
O 0.24 -0.94 -2.49
C -1.34 -1.69 -0.54
C -1.17 -3.06 -0.87
C -1.38 -3.99 0.10
C -1.73 -3.60 1.42
C -1.92 -4.57 2.44
C -2.24 -4.19 3.71
C -2.39 -2.82 4.03
C -2.22 -1.87 3.07
C -1.89 -2.23 1.74
C -1.67 -1.26 0.72
C -1.77 0.20 0.99
C -3.06 0.79 1.17
C -4.25 0.01 1.12
C -5.47 0.61 1.24
C -5.58 2.01 1.41
C -4.45 2.78 1.47
C -3.17 2.19 1.35
C -1.99 2.97 1.39
C -0.76 2.41 1.22
C -0.67 1.02 1.00
S 1.03 0.49 0.65
O 1.89 1.52 1.25
C 1.12 -0.95 1.70
C 1.36 -2.23 1.23
C 1.44 -3.28 2.13
C 1.30 -3.07 3.50
C 1.39 -4.20 4.48
C 1.08 -1.76 3.95
C 0.98 -0.71 3.07
H -5.92 -2.02 -5.72
H -5.72 -0.35 -6.21
H -6.71 -0.72 -4.81
H -3.55 -2.52 -5.38
H -1.53 -2.28 -3.97
H -3.35 1.05 -1.95
H -5.35 0.81 -3.38
H -0.89 -3.34 -1.87
H -1.27 -5.04 -0.12
H -1.80 -5.62 2.19
H -2.38 -4.94 4.48
H -2.65 -2.53 5.04
H -2.34 -0.82 3.31
H -4.19 -1.06 0.98
H -6.37 0.01 1.20
H -6.55 2.46 1.50
H -4.52 3.85 1.61
H -2.08 4.04 1.57
H 0.14 3.00 1.26
H 1.47 -2.42 0.17
H 1.62 -4.29 1.77
H 1.61 -5.14 3.98
H 0.45 -4.31 5.02
H 2.17 -4.01 5.22
H 0.97 -1.58 5.01
H 0.82 0.30 3.42
N 2.02 6.59 2.55
C 2.45 5.74 1.58
C 3.77 5.28 1.58
C 4.20 4.41 0.60
C 3.31 3.98 -0.38
C 1.99 4.44 -0.40
C 1.57 5.32 0.57
S 3.85 2.85 -1.56
O 3.06 3.01 -2.76
O 5.27 2.87 -1.63
N 3.44 1.32 -1.04
C 4.11 0.67 -0.08
S 5.33 1.08 1.03
C 5.32 -0.57 1.59
C 4.42 -1.32 0.93
N 3.73 -0.60 -0.04
H 2.65 6.93 3.25
H 1.09 6.98 2.53
H 4.46 5.63 2.34
H 5.23 4.09 0.57
H 1.32 4.12 -1.18
H 0.56 5.71 0.54
H 5.99 -0.89 2.38
H 4.22 -2.37 1.08
*
```

Calculated values
* E_tot: -4011.33724 hartree
* ΔE to the lowest compared entry with this formula, charge and spin: 44.1 kcal per mole

Here are the Mulliken charges for atoms 1 to 99, given in e: 2.91 -0.33 -0.59 -0.40 -0.37 0.35 0.19 0.47 0.31 0.20 0.46 0.32 0.35 -1.55 0.94 -1.00 -0.46 0.04 -0.15 -0.95 1.22 -1.26 1.60 -1.08 -1.11 0.64 -0.82 -0.93 -0.84 -0.73 1.08 -0.41 -0.97 1.32 -0.89 -0.93 -0.73 -1.10 0.74 -1.05 -1.42 0.57 0.98 -0.57 0.83 -0.44 -0.66 0.79 -1.72 -0.91 -0.64 0.39 0.30 0.40 0.40 0.40 0.51 0.43 0.40 0.45 0.49 0.46 0.48 0.56 0.53 0.48 0.44 0.49 0.46 1.00 0.08 0.37 0.39 0.33 0.42 0.49 0.56 -0.48 1.15 -0.90 -0.64 -0.28 -0.30 -0.85 1.24 -0.97 -0.67 -0.21 0.40 0.00 -0.30 -1.23 -0.36 0.20 0.19 0.37 0.69 0.50 0.38

=====

A molecular structure, C45H42N4O2PTi at a distorted geometry, computed with ωB97M-V/def2-TZVPD.

The geometry in ORCA input format:
```
! wB97M-V def2-TZVPD RIJCOSX def2/J DEFGRID3
* xyz 1 1
Ti -0.34 -0.21 -0.75
C 2.21 -2.20 1.12
C 2.96 -2.14 -0.18
C 3.91 -3.11 -0.48
C 4.60 -3.08 -1.68
C 4.33 -2.09 -2.60
C 3.38 -1.10 -2.34
C 3.06 -0.09 -3.41
C 2.70 -1.13 -1.11
N 1.70 -0.13 -0.87
C 2.10 1.17 -0.90
C 3.51 1.59 -0.59
C 1.13 2.10 -1.26
C 1.45 3.55 -1.43
N -0.09 1.56 -1.55
C -1.16 2.31 -2.13
C -1.84 3.28 -1.39
C -1.45 3.65 0.01
C -2.92 3.93 -1.99
C -3.32 3.62 -3.28
C -2.63 2.65 -4.00
C -1.55 1.99 -3.44
C -0.82 0.94 -4.24
H 2.64 -2.95 1.78
H 1.16 -2.46 0.97
H 2.23 -1.25 1.64
H 4.11 -3.88 0.25
H 5.35 -3.84 -1.90
H 4.85 -2.07 -3.55
H 3.29 -0.49 -4.39
H 3.64 0.83 -3.29
H 2.01 0.19 -3.38
H 4.07 0.78 -0.12
H 3.50 2.45 0.09
H 4.05 1.91 -1.48
H 2.33 3.67 -2.07
H 1.68 4.03 -0.47
H 0.62 4.09 -1.89
H -0.72 2.97 0.43
H -2.32 3.66 0.66
H -1.01 4.65 0.04
H -3.46 4.68 -1.42
H -4.16 4.13 -3.73
H -2.93 2.41 -5.01
H -1.18 0.93 -5.26
H -0.96 -0.06 -3.83
H 0.26 1.14 -4.27
O -4.25 -0.78 -0.63
C -3.37 -0.30 0.03
O -2.20 0.03 -0.48
C -3.52 -0.07 1.51
C -4.83 0.00 1.98
C -5.09 0.13 3.33
C -4.04 0.15 4.23
C -2.74 0.06 3.78
C -2.45 -0.02 2.41
P -0.68 -0.12 1.95
C 0.03 1.46 2.51
C 1.38 1.68 2.23
C 1.99 2.87 2.59
C 1.24 3.87 3.22
C -0.10 3.66 3.49
C -0.71 2.46 3.14
C -0.09 -1.36 3.15
C 0.85 -1.08 4.14
C 1.27 -2.09 5.00
C 0.75 -3.37 4.88
C -0.20 -3.65 3.90
C -0.61 -2.65 3.04
H -5.64 -0.06 1.26
H -6.11 0.20 3.68
H -4.23 0.22 5.30
H -1.92 0.04 4.49
H 1.96 0.91 1.73
H 3.04 3.03 2.39
H 1.72 4.80 3.50
H -0.68 4.43 3.98
H -1.76 2.32 3.35
H 1.26 -0.08 4.24
H 2.00 -1.87 5.77
H 1.08 -4.15 5.55
H -0.61 -4.64 3.81
H -1.36 -2.87 2.28
N -1.39 -6.94 -3.97
C -1.24 -5.89 -3.54
C -1.05 -4.58 -2.99
C 0.17 -3.93 -3.11
C 0.31 -2.67 -2.56
N -0.68 -2.05 -1.90
C -1.88 -2.67 -1.81
C -2.09 -3.93 -2.34
H 1.00 -4.39 -3.63
H 1.24 -2.14 -2.64
H -2.69 -2.13 -1.35
H -3.07 -4.39 -2.25
*
```

Calculated values
* E_tot: -3300.24568 hartree
* ΔE to the lowest compared entry with this formula, charge and spin: 16.5 kcal per mole

Table of Mulliken atomic charges, one value per atom, all in e: -0.02 -0.52 0.62 -0.96 -1.11 -1.05 2.15 -1.57 -1.47 1.71 0.54 -2.37 0.89 -2.31 1.63 -0.49 1.67 -1.17 -1.15 -0.98 -1.22 0.84 -1.17 0.52 0.08 0.02 0.47 0.44 0.52 0.57 0.28 -0.10 0.38 0.53 0.43 0.56 0.32 0.40 -0.59 0.58 0.45 0.51 0.44 0.46 0.57 0.03 0.18 -0.67 -0.12 0.12 -0.01 -0.67 -0.74 -0.71 -0.93 0.37 2.84 0.63 -0.16 -0.97 -0.90 -0.69 -0.69 0.15 0.02 -0.70 -0.63 -0.74 -0.61 0.54 0.43 0.48 0.55 0.40 0.47 0.42 0.45 0.45 0.39 0.46 0.42 0.46 0.43 -0.41 -0.33 0.62 -0.65 -0.50 0.55 -0.66 -0.76 0.61 0.42 0.49 0.58

=====

A molecular structure, C45H42N6PS4Ti, computed with ωB97M-V/def2-TZVPD.

The geometry in ORCA input format:
```
! wB97M-V def2-TZVPD RIJCOSX def2/J DEFGRID3
* xyz 1 1
Ti 0.99 -0.67 1.06
N -2.15 -3.52 0.54
C -1.23 -4.53 0.75
C -1.37 -5.91 0.82
C -0.23 -6.64 1.09
C 1.01 -6.01 1.30
C 1.14 -4.64 1.22
C 0.00 -3.89 0.93
N -0.19 -2.52 0.79
C -1.48 -2.35 0.57
C -2.03 -1.01 0.49
C -3.32 -0.58 0.54
S -3.35 1.12 0.60
C -1.65 1.17 0.53
N -1.09 0.00 0.49
H -3.13 -3.63 0.38
H -2.33 -6.39 0.67
H -0.29 -7.71 1.16
H 1.87 -6.61 1.52
H 2.10 -4.16 1.38
H -4.22 -1.17 0.58
H -1.09 2.09 0.53
C -1.51 -3.54 5.01
C -0.22 -3.73 4.54
C 0.44 -2.71 3.87
C -0.19 -1.49 3.66
C -1.48 -1.29 4.15
C -2.13 -2.31 4.82
N 0.45 -0.49 2.88
N 0.26 0.77 3.37
C 0.84 1.66 2.61
C 0.83 3.05 2.95
C 1.49 3.93 2.17
C 2.19 3.48 1.01
C 2.15 2.16 0.69
N 1.46 1.24 1.45
H -2.02 -4.33 5.54
H 0.29 -4.68 4.69
H 1.46 -2.84 3.51
H -1.95 -0.32 4.00
H -3.13 -2.15 5.20
H 0.30 3.35 3.85
H 1.51 4.99 2.42
H 2.75 4.16 0.39
H 2.65 1.77 -0.18
C 3.96 0.17 -5.10
C 3.30 -1.04 -5.21
C 2.61 -1.55 -4.12
C 2.58 -0.86 -2.91
C 3.25 0.36 -2.81
C 3.94 0.87 -3.90
P 1.71 -1.51 -1.45
C 0.69 -2.85 -2.13
C -0.53 -2.49 -2.70
C -1.38 -3.45 -3.22
C -1.02 -4.79 -3.16
C 0.19 -5.16 -2.59
C 1.04 -4.20 -2.08
C 2.98 -2.20 -0.34
C 4.00 -3.08 -0.66
C 4.86 -3.49 0.35
C 4.72 -2.98 1.64
C 3.74 -2.05 1.94
C 2.82 -1.67 0.95
H 4.50 0.57 -5.95
H 3.31 -1.59 -6.14
H 2.09 -2.50 -4.22
H 3.21 0.93 -1.89
H 4.45 1.82 -3.81
H -0.82 -1.44 -2.73
H -2.32 -3.15 -3.66
H -1.69 -5.54 -3.57
H 0.47 -6.21 -2.54
H 1.98 -4.50 -1.62
H 4.15 -3.43 -1.68
H 5.65 -4.19 0.13
H 5.41 -3.31 2.41
H 3.66 -1.63 2.94
C -1.35 4.79 -2.78
C -0.04 4.10 -3.14
S 0.23 2.42 -2.50
C -0.11 1.35 -3.92
C -1.56 1.00 -4.26
S -2.59 0.51 -2.85
C -3.94 1.71 -2.90
C -3.61 3.11 -2.40
S -2.82 4.18 -3.64
H -1.26 5.85 -3.05
H -1.53 4.76 -1.71
H 0.79 4.69 -2.75
H 0.08 4.06 -4.23
H 0.45 0.45 -3.69
H 0.37 1.79 -4.80
H -1.55 0.17 -4.96
H -2.05 1.84 -4.75
H -4.71 1.28 -2.26
H -4.35 1.74 -3.91
H -2.93 3.04 -1.55
H -4.53 3.60 -2.06
*
```

Calculated values
* E_tot: -4852.00722 hartree
* ΔE to the lowest compared entry with this formula, charge and spin: 0.0 kcal per mole

Table of Mulliken atomic charges, one value per atom, all in e: -0.89 0.25 0.54 -1.04 -0.93 -1.09 -0.10 0.14 1.53 -0.83 -0.98 -0.43 -0.16 -0.26 1.04 0.25 0.52 0.45 0.54 0.12 0.44 0.23 -0.69 -0.52 -0.19 0.00 -0.09 -0.79 0.93 -1.04 0.35 -0.78 -0.59 -0.56 -0.41 0.71 0.42 0.45 0.38 0.51 0.43 0.59 0.43 0.55 0.17 -0.62 -0.74 -0.43 0.56 0.06 -0.76 1.83 0.20 0.72 -0.49 -0.82 -0.75 -0.50 0.38 -0.46 -0.94 -0.87 -0.43 0.26 0.42 0.46 0.47 0.05 0.46 -0.78 0.49 0.39 0.47 0.38 0.55 0.46 0.44 0.52 -0.71 -0.98 0.34 0.25 -1.29 0.37 -1.11 0.08 -0.17 0.47 0.32 0.50 0.39 -0.87 0.68 0.56 0.56 0.40 0.51 -0.38 0.47

=====

Question: ΔE to the lowest compared entry with this formula, charge and spin of number 3 (C45H42N6PS4Ti)?
Answer: 0.0 kcal per mole

=====

Question: Which value of E_tot does entry 3 give?
Answer: -4852.00722 hartree